No. 1
Entry from OMol25: the molecule C22H33Cl2N3O4 (the ωB97M-V functional and the def2-TZVPD basis).

As for the largest force on an atom: 0.65 eV/Å. Its HOMO energy is -7.99 eV. As for the HOMO-LUMO gap: 0.3106 hartree. The energy comes out at -61057.2523 eV. As for the structure (SMILES): CCOC(=O)[C@@H](NC(=O)[C@H](Cc1ccc(N(CCCl)CCCl)cc1)NC(C)=O)C(C)C.

Cartesian coordinates (Å):
C 1.433 7.750 0.634
C 2.654 6.964 1.088
O 2.277 5.782 1.800
C 1.973 4.706 1.072
O 2.017 4.658 -0.128
C 1.572 3.541 1.971
N 1.117 2.442 1.162
C -0.135 1.967 1.215
O -1.015 2.416 1.921
C -0.329 0.731 0.311
C -1.815 0.477 0.043
C -2.023 -0.839 -0.647
C -1.692 -1.006 -1.985
C -1.845 -2.220 -2.621
C -2.332 -3.343 -1.939
N -2.480 -4.565 -2.567
C -2.031 -4.783 -3.920
C -3.089 -4.355 -4.942
Cl -2.495 -4.652 -6.596
C -3.199 -5.646 -1.942
C -2.322 -6.508 -1.027
Cl -1.184 -7.506 -1.975
C -2.658 -3.171 -0.589
C -2.507 -1.947 0.034
N 0.260 -0.422 0.972
C 1.575 -0.706 0.927
C 1.946 -2.005 1.606
O 2.388 0.027 0.391
C 2.740 3.138 2.898
C 2.290 2.037 3.855
C 3.956 2.684 2.093
H 0.855 7.159 -0.073
H 1.750 8.669 0.150
H 0.805 7.994 1.487
H 3.255 7.540 1.794
H 3.263 6.677 0.224
H 0.718 3.862 2.580
H 1.798 1.975 0.574
H 0.218 0.888 -0.625
H -2.191 1.297 -0.569
H -2.344 0.504 0.998
H -1.315 -0.164 -2.548
H -1.582 -2.279 -3.664
H -1.101 -4.240 -4.097
H -1.814 -5.846 -4.050
H -3.314 -3.293 -4.860
H -4.007 -4.930 -4.822
H -4.029 -5.250 -1.348
H -3.626 -6.283 -2.720
H -1.715 -5.889 -0.368
H -2.933 -7.197 -0.444
H -3.032 -3.993 0.000
H -2.784 -1.856 1.076
H -0.375 -1.046 1.444
H 3.020 -2.153 1.538
H 1.438 -2.835 1.120
H 1.653 -1.978 2.654
H 3.005 4.030 3.475
H 2.043 1.136 3.299
H 1.412 2.347 4.416
H 3.086 1.801 4.556
H 4.794 2.496 2.761
H 3.744 1.765 1.550
H 4.254 3.447 1.377

List of Mulliken charges in e, atom by atom:
1 C -1.108
2 C -0.288
3 O -0.269
4 C 0.007
5 O -0.576
6 C -0.222
7 N 0.038
8 C 0.042
9 O -0.720
10 C 0.167
11 C -1.549
12 C 0.215
13 C -1.360
14 C -0.480
15 C 2.123
16 N 0.394
17 C -1.295
18 C -0.264
19 Cl -0.224
20 C -1.330
21 C -0.367
22 Cl -0.217
23 C -0.646
24 C -0.855
25 N 0.127
26 C 0.702
27 C -1.449
28 O -0.702
29 C 0.325
30 C -1.374
31 C -1.301
32 H 0.313
33 H 0.375
34 H 0.297
35 H 0.325
36 H 0.321
37 H 0.706
38 H 0.406
39 H 0.337
40 H 0.505
41 H 0.326
42 H 0.434
43 H 0.301
44 H 0.511
45 H 0.429
46 H 0.316
47 H 0.343
48 H 0.580
49 H 0.408
50 H 0.258
51 H 0.416
52 H 0.300
53 H 0.449
54 H 0.339
55 H 0.379
56 H 0.376
57 H 0.355
58 H 0.403
59 H 0.074
60 H 0.370
61 H 0.476
62 H 0.427
63 H 0.254
64 H 0.347


No. 2
Entry from OMol25: a structure of composition C22H33F3FeO22 (the ωB97M-V functional and the def2-TZVPD basis).

As for the spin multiplicity: 7. As for the largest force on an atom: 8.07 eV/Å. Its HOMO energy (alpha / beta) is -14.95 / -14.95 eV. As for the HOMO-LUMO gap (alpha / beta): 0.3253 / 0.0943 hartree. The energy comes out at -110911.6508 eV. The total charge is +2. As for the expectation value of S²: 12.017.

Cartesian coordinates (Å):
Fe 2.839 0.401 1.416
C 5.940 1.679 3.456
C 4.773 1.512 2.506
O 3.571 1.799 2.774
O 4.878 0.864 1.521
H 6.781 0.990 3.374
H 5.641 1.845 4.491
H 6.301 2.661 3.152
C -1.254 0.282 0.729
C 0.244 0.444 0.996
O 0.831 0.957 1.927
O 1.068 0.033 0.227
H -1.386 -0.150 -0.263
H -1.766 1.226 0.913
H -1.753 -0.425 1.391
C -1.278 -1.311 4.158
C -0.321 -2.075 5.057
O 0.463 -2.663 4.085
C -0.274 -2.932 2.991
O 0.031 -3.758 2.086
O -1.271 -2.052 2.927
F -1.057 -2.865 5.943
H -0.705 -0.405 3.962
H -2.228 -1.010 4.601
H 0.170 -1.341 5.696
C -3.725 0.826 -2.122
C -4.474 1.529 -3.241
O -4.392 2.878 -2.878
C -3.509 3.058 -1.891
O -3.033 4.123 -1.511
O -3.007 1.887 -1.512
F -5.787 1.074 -3.341
H -3.068 0.019 -2.447
H -4.422 0.409 -1.394
H -4.021 1.458 -4.229
C -5.995 -0.028 2.933
C -5.255 0.463 1.795
O -5.778 -0.346 0.775
C -6.265 -1.446 1.316
O -6.652 -2.417 0.721
O -6.278 -1.342 2.636
F -3.988 0.199 1.822
H -6.859 0.631 3.011
H -5.470 0.028 3.886
H -5.338 1.549 1.743
C 2.100 -1.093 -2.769
O 3.532 -0.951 -2.768
C 4.155 -0.373 -1.748
O 3.613 0.158 -0.774
O 5.414 -0.118 -2.150
C 6.434 0.287 -1.193
H 1.662 -1.557 -3.653
H 1.593 -0.140 -2.617
H 1.923 -1.867 -2.023
H 6.196 1.232 -0.703
H 7.423 0.366 -1.642
H 6.628 -0.485 -0.448
C -1.735 -4.347 -5.396
O -1.497 -3.481 -4.300
C -0.866 -3.938 -3.175
O -0.235 -4.979 -3.090
O -0.974 -2.982 -2.164
C -0.355 -3.263 -0.905
H -0.883 -4.692 -5.981
H -2.412 -3.815 -6.065
H -2.345 -5.181 -5.050
H -0.130 -2.313 -0.421
H 0.607 -3.769 -0.995
H -1.015 -3.779 -0.208
C 4.484 3.540 -1.405
O 3.173 4.067 -1.204
C 2.401 3.334 -0.365
O 2.750 2.324 0.308
O 1.290 4.090 -0.417
C 0.067 3.789 0.282
H 4.598 2.848 -2.240
H 5.020 3.200 -0.519
H 5.013 4.413 -1.787
H 0.448 3.655 1.294
H -0.404 2.904 -0.146
H -0.592 4.656 0.247

List of Mulliken charges in e, atom by atom:
1 Fe 0.834
2 C -1.253
3 C 1.245
4 O -0.555
5 O -0.526
6 H 0.340
7 H 0.381
8 H 0.361
9 C -0.766
10 C 1.231
11 O -0.732
12 O -0.814
13 H 0.040
14 H 0.467
15 H 0.297
16 C -0.229
17 C 0.091
18 O -0.277
19 C 0.665
20 O -0.609
21 O -0.179
22 F -0.303
23 H 0.116
24 H 0.374
25 H 0.390
26 C 0.002
27 C 0.205
28 O -0.322
29 C 0.568
30 O -0.541
31 O -0.103
32 F -0.278
33 H 0.139
34 H 0.059
35 H 0.279
36 C -0.603
37 C 0.373
38 O -0.306
39 C 0.574
40 O -0.536
41 O -0.304
42 F -0.264
43 H 0.335
44 H 0.353
45 H 0.342
46 C -0.444
47 O -0.389
48 C 0.389
49 O 0.013
50 O -0.343
51 C -0.446
52 H 0.325
53 H 0.230
54 H 0.201
55 H 0.066
56 H 0.312
57 H 0.306
58 C -0.728
59 O -0.128
60 C 0.683
61 O -0.066
62 O 0.093
63 C -0.680
64 H 0.341
65 H 0.278
66 H 0.380
67 H -0.255
68 H 0.468
69 H 0.516
70 C -0.661
71 O -0.353
72 C 0.627
73 O 0.013
74 O -0.414
75 C -0.246
76 H 0.252
77 H 0.200
78 H 0.386
79 H 0.321
80 H -0.097
81 H 0.291


No. 3
Entry from OMol25: a cluster of 5 separate species, C22H33FIN2O13Si in total (the ωB97M-V functional and the def2-TZVPD basis).

As for the largest force on an atom: 1.06 eV/Å. Its HOMO energy is -12.16 eV. As for the HOMO-LUMO gap: 0.2724 hartree. The energy comes out at -71635.8196 eV. The total charge is +1.

Cartesian coordinates (Å):
C 1.084 -5.220 -4.832
C 1.354 -5.006 -3.375
N 0.302 -4.777 -2.620
N 0.558 -4.555 -1.359
F -0.558 -4.320 -0.641
C 1.705 -4.514 -0.722
C 1.772 -4.152 0.730
C 1.630 -2.612 0.861
O 2.505 -2.037 -0.099
Si 2.018 -0.632 -0.916
C 1.236 0.632 0.213
C 3.544 0.025 -1.744
C 0.786 -1.042 -2.275
C 2.840 -4.792 -1.495
C 2.672 -5.041 -2.829
I 4.311 -5.448 -4.026
H 1.311 -6.255 -5.090
H 0.044 -4.993 -5.050
H 1.710 -4.543 -5.411
H 1.017 -4.680 1.310
H 2.769 -4.405 1.084
H 1.975 -2.331 1.857
H 0.593 -2.296 0.727
H 1.023 1.515 -0.391
H 1.943 0.937 0.986
H 0.317 0.267 0.668
H 4.353 0.038 -1.012
H 3.826 -0.685 -2.525
H 3.358 1.014 -2.155
H 1.278 -1.561 -3.103
H -0.078 -1.622 -1.948
H 0.398 -0.112 -2.694
H 3.816 -4.792 -1.032
C -0.806 -0.351 4.120
C -1.330 0.653 5.128
O -0.323 1.672 5.091
C 0.314 1.601 3.896
O 1.082 2.406 3.489
O -0.054 0.478 3.227
H -1.594 -0.869 3.579
H -0.133 -1.083 4.573
H -2.284 1.089 4.825
H -1.421 0.252 6.134
C 0.118 3.336 -2.917
C 0.624 4.735 -3.204
O 2.021 4.629 -2.913
C 2.387 3.341 -3.037
O 3.513 2.957 -3.029
O 1.296 2.539 -3.172
H -0.701 3.033 -3.556
H -0.175 3.206 -1.874
H 0.508 5.014 -4.252
H 0.170 5.497 -2.577
C -1.365 4.876 7.147
C -1.870 4.470 5.777
O -3.276 4.707 5.887
C -3.479 5.629 6.864
O -4.516 6.157 7.088
O -2.328 5.855 7.545
H -0.369 5.310 7.132
H -1.388 4.051 7.862
H -1.465 5.101 4.983
H -1.676 3.431 5.539
C -4.840 -0.775 -2.851
C -3.545 -1.499 -3.155
O -2.710 -0.445 -3.639
C -3.178 0.728 -3.142
O -2.622 1.774 -3.228
O -4.378 0.544 -2.549
H -5.382 -1.185 -2.003
H -5.505 -0.727 -3.714
H -3.085 -1.925 -2.261
H -3.648 -2.275 -3.910

List of Mulliken charges in e, atom by atom:
1 C -1.514
2 C 0.954
3 N -1.011
4 N 1.153
5 F -0.205
6 C 0.582
7 C -1.269
8 C -0.380
9 O -0.693
10 Si 0.623
11 C -0.739
12 C -0.591
13 C -0.619
14 C -0.274
15 C -0.434
16 I 0.283
17 H 0.399
18 H 0.335
19 H 0.460
20 H 0.385
21 H 0.430
22 H 0.378
23 H 0.344
24 H 0.191
25 H 0.324
26 H 0.233
27 H 0.311
28 H 0.250
29 H 0.046
30 H 0.293
31 H 0.039
32 H 0.303
33 H 0.435
34 C -0.398
35 C -0.415
36 O -0.349
37 C 0.602
38 O -0.506
39 O -0.169
40 H 0.329
41 H 0.278
42 H 0.278
43 H 0.369
44 C -0.119
45 C -0.410
46 O -0.346
47 C 0.645
48 O -0.586
49 O -0.270
50 H 0.305
51 H 0.203
52 H 0.266
53 H 0.311
54 C -0.363
55 C 0.378
56 O -0.344
57 C 0.653
58 O -0.502
59 O -0.340
60 H 0.320
61 H 0.285
62 H 0.249
63 H -0.358
64 C -0.323
65 C -0.217
66 O -0.310
67 C 0.632
68 O -0.505
69 O -0.329
70 H 0.293
71 H 0.259
72 H 0.139
73 H 0.343